{"formula": "C31H50BiN2O2Se", "method": "wB97M-V/def2-TZVPD", "orbital_gap_ev": 7.8, "homo_ev": -10.8, "energy_ha": -4087.12412, "max_force_ev_per_a": 0.5, "charge": 1, "de_lowest_kcal_mol": 0.00, "lumo_energy_ev": -2.96, "elements": ["Bi", "C", "C", "C", "C", "C", "C", "C", "Se", "C", "C", "C", "C", "C", "C", "O", "C", "C", "C", "C", "C", "C", "C", "C", "C", "O", "C", "C", "C", "C", "C", "C", "H", "H", "H", "H", "H", "H", "H", "H", "H", "H", "H", "H", "H", "H", "H", "H", "H", "H", "H", "H", "H", "H", "H", "H", "H", "H", "H", "H", "H", "H", "H", "H", "H", "H", "H", "H", "H", "H", "H", "H", "N", "C", "C", "C", "N", "H", "H", "H", "H", "H", "H", "H", "H", "H", "H"], "coordinates": [[-1.96216, -0.95160, 2.52613], [2.01895, -4.82543, -2.85917], [1.66342, -3.37684, -3.22328], [2.92400, -2.50269, -3.12516], [1.16632, -3.35044, -4.66891], [0.61411, -2.84231, -2.24607], [0.88311, -2.81326, -0.88790], [-0.04670, -2.27888, -0.00948], [0.48491, -2.12219, 1.82719], [1.33504, -0.40622, 1.71881], [2.64983, -0.38736, 1.26265], [3.28915, 0.81947, 1.07000], [2.56413, 1.97508, 1.38565], [1.26180, 1.98969, 1.86437], [0.61234, 0.74071, 2.01993], [-0.68393, 0.71317, 2.43900], [0.55490, 3.31323, 2.19898], [1.42808, 4.53076, 1.88073], [0.25121, 3.37162, 3.70630], [-0.73306, 3.45168, 1.37315], [4.72198, 0.93140, 0.54661], [5.60783, 1.57560, 1.62401], [4.73625, 1.80591, -0.71620], [5.29990, -0.43923, 0.19016], [-1.28376, -1.77997, -0.41550], [-2.18579, -1.24373, 0.45198], [-1.59316, -1.83259, -1.78961], [-0.62549, -2.34840, -2.65033], [-2.95057, -1.34846, -2.32569], [-3.02128, -1.40277, -3.85539], [-4.06263, -2.27200, -1.79826], [-3.20842, 0.11134, -1.91819], [2.76028, -5.21576, -3.56142], [1.13498, -5.46701, -2.90359], [2.44347, -4.90047, -1.85472], [3.68179, -2.85102, -3.83262], [3.35875, -2.54307, -2.12188], [2.69376, -1.45853, -3.35422], [1.94573, -3.74299, -5.32530], [0.93604, -2.33435, -5.00154], [0.27610, -3.97184, -4.80188], [1.82534, -3.18198, -0.49893], [3.14464, -1.32553, 1.04658], [3.06139, 2.92627, 1.25161], [2.35354, 4.53667, 2.46236], [0.87313, 5.43650, 2.13492], [1.67914, 4.58674, 0.81836], [1.17972, 3.34592, 4.28150], [-0.35930, 2.53153, 4.03051], [-0.27182, 4.30075, 3.94968], [-0.49604, 3.51238, 0.30792], [-1.25787, 4.36904, 1.65434], [-1.40060, 2.60357, 1.52061], [5.26874, 2.58522, 1.87268], [6.64088, 1.64648, 1.27151], [5.59879, 0.97935, 2.54020], [4.40248, 2.82623, -0.51058], [4.08539, 1.38402, -1.48718], [5.75137, 1.86427, -1.11925], [5.37545, -1.08969, 1.06633], [6.30673, -0.31406, -0.21289], [4.69664, -0.94337, -0.57127], [-0.85799, -2.37191, -3.70400], [-2.90503, -2.41971, -4.23772], [-2.26715, -0.76345, -4.32164], [-4.00138, -1.04157, -4.17418], [-3.92256, -3.28719, -2.17659], [-5.04090, -1.91712, -2.13504], [-4.06498, -2.32800, -0.71075], [-2.46035, 0.76867, -2.36912], [-3.16855, 0.24891, -0.83814], [-4.19224, 0.42621, -2.27765], [-4.49491, -0.63306, 1.77140], [-5.10427, 0.67280, 1.42704], [-5.21018, 1.59724, 2.62847], [-3.88818, 2.16842, 3.11329], [-3.04780, 1.15292, 3.78888], [-4.43331, -1.20289, 0.93394], [-5.09706, -1.12705, 2.42558], [-6.09298, 0.52808, 0.99001], [-4.47988, 1.13613, 0.66109], [-5.72042, 1.08139, 3.45230], [-5.85401, 2.43287, 2.35195], [-4.07621, 3.01279, 3.77775], [-3.32363, 2.55069, 2.26216], [-3.51757, 0.82942, 4.63048], [-2.17740, 1.58484, 4.08214]]}

***

{"formula": "C2HBrF2S", "method": "wB97M-V/def2-TZVPD", "orbital_gap_ev": [8.6, 8.7], "homo_ev": [-9.1, -10.4], "energy_ha": -3248.53671, "max_force_ev_per_a": 2.1, "de_lowest_kcal_mol": 109.68, "lumo_energy_ev": [-0.54, -1.72], "elements": ["C", "C", "F", "F", "S", "Br", "H"], "coordinates": [[0.06353, -0.68511, -0.45302], [0.27363, 0.56546, 0.22352], [-0.69073, 1.35720, 0.63546], [1.27403, 0.98845, 1.05808], [0.51315, 0.53488, -1.63632], [0.99785, -2.33121, -0.03185], [-2.43146, -0.42968, 0.20414]]}

***

{"formula": "C4H6OS3", "method": "wB97M-V/def2-TZVPD", "orbital_gap_ev": 8.3, "homo_ev": -9.3, "energy_ha": -1425.68525, "max_force_ev_per_a": 5.1, "de_lowest_kcal_mol": 74.50, "lumo_energy_ev": -0.93, "elements": ["C", "C", "C", "C", "H", "H", "H", "H", "H", "H", "O", "S", "S", "S"], "coordinates": [[-1.26395, 0.31603, -0.51254], [-0.43747, -0.23101, 0.72674], [1.69539, -0.78803, -0.19918], [0.96770, 0.14721, 0.76441], [-2.10815, -1.71696, -0.67882], [-0.84473, 0.44012, -1.47279], [-1.38610, 1.34580, -0.20786], [-0.95142, -0.10618, 1.76532], [1.37234, 0.35046, 1.73707], [1.76156, 1.52659, -0.30871], [0.90801, 1.46031, 0.11445], [-2.98038, -0.33793, -0.80827], [0.24727, -1.97885, 0.14115], [3.01995, -0.42757, -1.06097]]}